C18H17N5O2S2 | ωB97M-V/def2-TZVPD

Geometry as XYZ:
```
44
Properties=species:S:1:pos:R:3:mulliken_charge:R:1
C -1.80 -4.10 -1.61 -1.126
C -0.70 -3.49 -0.76 0.922
C 0.66 -3.65 -0.92 -0.483
C 1.47 -3.22 -0.05 -1.034
C 1.02 -2.53 0.85 -0.169
C -0.41 -2.16 1.20 0.403
C -1.36 -2.77 0.44 -0.199
H -2.34 -2.40 0.27 0.093
C -0.89 -1.08 2.11 -1.714
N -0.88 0.17 1.62 0.489
C 0.02 1.32 1.51 -0.548
N -0.38 2.29 0.70 -0.403
C -1.53 1.79 0.34 1.190
C -1.97 0.84 1.00 -0.257
C -3.35 0.28 0.64 0.230
O -3.93 -0.76 1.28 -0.722
N -4.02 1.07 0.07 0.054
C -3.69 2.39 -0.43 0.245
O -4.32 3.24 -1.20 -0.677
N -2.38 2.85 -0.15 0.090
C -1.87 4.05 -0.85 -1.082
H -1.58 4.75 0.23 0.277
H -1.00 3.98 -1.39 0.356
H -2.69 4.62 -1.11 0.450
H -5.02 1.16 -0.41 0.406
S 1.75 0.93 2.19 -0.210
C 2.64 0.95 0.77 0.524
N 3.90 1.65 0.78 -0.411
C 4.35 1.49 -0.31 0.186
C 3.62 1.15 -1.37 -0.051
S 2.03 0.90 -0.89 0.060
H 3.75 1.13 -2.61 0.166
C 5.88 1.98 -0.54 -1.371
H 5.97 2.81 -0.17 0.484
H 6.45 1.19 0.01 0.266
H 6.19 2.14 -1.56 0.346
H -1.82 -1.37 2.37 0.776
H -0.15 -1.06 3.32 0.301
H 1.70 -1.88 1.70 0.007
H 2.36 -3.27 -0.04 0.951
H 0.92 -4.47 -1.53 0.368
H -2.99 -3.64 -1.27 0.254
H -1.67 -3.95 -2.70 0.337
H -1.92 -5.32 -1.52 0.226
```

Computed properties:
- HOMO-LUMO gap: 7.59 eV
- Highest occupied orbital energy: -0.3016 hartree
- ΔE to the lowest compared entry with this formula, charge and spin: 1681.5 kJ/mol